160
Properties=species:S:1:pos:R:3:forces:R:3 method="wB97M-V/def2-TZVPD" lumo_energy_ev=0.4 homo_ev=-7.638 total_energy_ev=-80942.217 gap_ha=0.2967 de_lowest_kcal_mol=0.0 total_charge=0 molar_mass_g_mol=864.42
H -0.7300 -5.5393 5.2932 -0.203 0.062 -0.044
H -1.0996 -2.9641 2.8341 -0.121 -0.267 -0.067
O 1.6136 3.2727 0.3458 -0.059 0.447 -0.168
H -0.6290 -0.5681 -2.7439 0.503 -1.273 0.071
C 2.9992 2.6263 -4.8442 -0.007 -0.417 0.184
C 5.3829 1.3491 -2.9891 0.457 0.211 0.553
C 4.1926 0.1760 4.2186 0.034 -0.173 0.515
H -5.8395 -5.5468 6.7618 0.039 0.220 0.560
C 5.1198 -0.3522 3.1540 0.367 -0.100 -0.653
H 4.3317 1.2347 4.4445 0.054 0.019 -0.084
H -1.0041 4.4828 -2.1970 -0.262 0.055 0.191
H -5.0715 -2.0210 -6.9742 0.108 0.038 -0.261
C -0.2532 4.7605 -1.4593 1.203 -0.307 0.007
H 3.6897 0.2177 -4.3959 -0.197 -0.715 -0.144
C -0.8511 -4.4767 5.0532 0.328 -0.799 0.614
H 2.6075 1.9670 3.1200 -0.100 -0.023 -0.025
H -1.6608 -0.4303 -6.8010 -0.195 -0.113 -0.112
N 0.6399 4.1973 0.8317 0.062 -1.061 0.789
H -0.1154 5.8596 2.9756 0.024 0.163 0.092
H 1.5553 6.7028 -0.2223 0.062 -0.467 -0.448
C -3.9895 -5.1210 5.7830 0.332 -0.246 0.897
C -2.4583 -5.2535 3.2570 0.060 -0.186 0.203
C 0.1929 -0.3084 -2.0544 -2.740 1.762 -1.060
H 2.3952 -0.2872 6.0201 -0.114 -0.129 -0.064
H -1.4794 -0.6242 -5.0757 -0.066 -0.235 -0.036
H -3.2799 -7.2798 3.1675 0.048 0.227 -0.196
H 2.6811 5.6430 3.0618 -0.298 0.019 0.298
C -4.2251 -6.1761 4.7240 -0.301 -0.311 -1.056
C -3.1683 -5.7557 6.9267 -0.233 -0.384 -0.103
H -0.7699 7.0912 0.2868 -0.005 -0.419 -0.297
C 4.8672 -1.8500 3.0347 0.356 0.262 0.222
H -2.2363 -1.6164 -0.6379 0.106 -0.101 0.064
H -4.2103 -0.4863 -7.4153 -0.109 -0.378 -0.379
H 3.7983 1.2258 -6.2916 0.198 -0.110 0.184
N 3.0216 1.7841 -3.6444 -1.257 -0.009 0.952
H -0.3313 2.1893 -0.6351 -0.386 -0.112 -0.297
H 3.8782 2.8712 -6.7714 0.188 0.041 0.078
C -3.9760 -0.0811 -3.0450 0.564 0.022 -0.636
H 6.1810 -0.2257 3.3899 -0.116 0.158 0.346
H -5.9633 -4.3920 5.4872 0.046 0.225 0.123
H 0.5890 7.2862 2.1320 0.277 -0.140 0.420
H 1.4821 3.0968 -6.3339 0.036 0.073 0.019
C -1.9378 -2.8778 3.5315 0.517 0.643 0.111
H 5.9023 1.9231 -3.7551 -0.235 -0.140 -0.275
N -3.3450 -3.9860 5.1338 -0.463 0.275 -0.303
H 5.5319 -2.3001 2.2937 -0.007 -0.043 0.014
C 0.2029 6.2721 2.0165 -0.437 -0.218 -0.632
H -1.1015 2.4029 0.8868 -0.458 -0.011 -0.001
N 2.4984 -1.4139 3.4438 0.014 -0.747 1.345
C 2.7148 -0.0489 3.9071 -0.077 0.641 -1.154
H -3.5062 -2.1963 5.7261 -0.045 0.033 0.032
H -2.8274 -2.5520 2.9882 -0.114 -0.158 0.074
H -2.2644 -6.2310 6.5518 0.073 0.109 0.081
H 1.8782 1.2667 5.4257 -0.122 0.046 -0.209
H 1.4603 2.4694 0.8608 0.015 -0.070 0.005
H 4.1570 1.5602 -0.4425 0.276 0.004 -0.155
C -1.0239 6.4034 1.1023 0.304 0.805 0.575
C 1.9083 0.2049 5.1723 0.178 -0.312 0.511
H 2.2550 -4.0478 2.7054 0.139 -0.160 -0.242
C -4.5568 -1.3778 -3.6753 0.270 1.082 1.292
C -5.3396 -4.6730 6.3455 -0.139 -0.154 -1.306
C -2.2204 -0.4873 -5.8658 0.238 0.691 0.328
H -1.5346 -5.4525 2.7094 -0.016 0.040 -0.067
C -1.0788 2.8029 -0.1295 1.294 0.072 0.225
C -4.9488 -2.2702 -2.4914 -0.216 -0.214 -0.242
H 4.0536 -4.3220 2.6709 -0.126 -0.024 -0.359
O -2.4419 -2.3981 -3.8117 0.260 0.287 0.246
O -3.1041 -2.9788 6.1143 0.224 -0.136 0.037
C 4.0349 2.2205 -5.9045 -0.405 0.215 -0.648
H -1.7030 -1.2833 1.0224 -0.095 0.125 0.038
C -2.7373 -2.8116 -6.6209 0.350 0.102 0.033
H 3.5645 0.1490 -1.3337 0.293 0.014 -0.275
H 1.1739 0.9918 2.7443 0.016 0.018 0.092
H -0.8082 -3.9544 6.0095 -0.005 0.201 -0.139
H -6.4148 -0.3980 -3.7675 -0.168 0.022 -0.145
H -2.4071 5.2808 -0.0200 -0.030 -0.412 -0.073
C -1.6967 -0.9102 -0.0011 -0.413 0.061 -0.578
H 1.4644 1.4162 -5.7728 -0.013 0.038 -0.053
H -3.1881 -4.8440 2.5535 -0.053 -0.067 -0.007
H 2.8540 5.4123 -0.0566 -0.019 0.123 -0.264
H -5.1411 -3.2857 -2.8486 -0.154 0.037 0.087
H 1.1609 -0.3175 -2.5368 0.263 -0.332 0.346
C 1.6161 2.4509 -5.4654 -0.176 -0.226 0.051
H -3.7849 -6.5565 7.3459 0.077 0.050 0.126
C 2.1793 6.1014 0.4424 -0.230 0.859 0.697
H 2.1761 4.5105 -4.1262 -0.032 -0.302 0.497
C 2.2621 0.9695 2.8344 0.047 0.291 0.066
H 3.9200 -2.8181 0.7350 -0.319 0.032 -0.376
H 1.5056 4.2748 3.3174 -0.077 0.215 0.145
H 3.3402 3.7208 -1.5728 -0.040 -0.059 -0.048
C 2.1211 4.8228 2.6065 0.889 -0.129 -0.254
H -0.0911 5.8372 -1.4599 -0.155 0.033 -0.108
H -4.7444 0.4780 -2.5137 0.055 -0.074 0.213
H 3.7075 -1.0965 0.7815 -0.423 0.266 0.057
H -2.1961 -7.0102 4.4695 -0.109 0.160 0.238
H 4.1083 5.3777 -3.0662 0.352 0.075 -0.054
C -2.9908 -6.5183 3.8993 0.020 -0.595 0.024
H 0.9032 -0.2010 5.0814 -0.074 0.159 -0.067
H -1.7537 -3.0916 -6.2392 -0.009 0.019 -0.018
H 5.0813 2.2741 -5.6230 0.015 0.045 0.163
H 0.6881 4.2930 -1.7809 -0.103 0.130 -0.180
H 2.6439 0.7460 1.8374 0.168 -0.102 0.065
C 4.2531 4.3591 -3.4321 -0.745 -0.184 0.414
H -3.5365 0.5791 -3.7960 -0.292 0.047 -0.063
H 1.0969 -1.1908 2.1675 -0.207 0.157 0.024
C 4.0172 1.9313 -2.5718 0.888 0.149 -0.841
H -2.1930 0.0556 -0.0965 0.361 0.191 0.137
C -5.8256 -1.0213 -4.4410 0.280 -0.245 -0.301
C 3.1352 4.0821 -4.4193 0.591 0.551 -1.110
H 5.1588 -2.2513 4.0120 -0.224 -0.297 -0.063
C -0.5054 4.2250 -0.0473 -1.522 0.240 -0.060
H -6.4908 -0.1741 -6.2591 0.190 0.143 -0.340
H -4.7103 -7.0703 5.1234 0.257 0.031 0.367
C 3.2365 -3.6940 3.0228 -0.436 0.021 0.861
H 6.0784 1.3739 -2.1426 -0.234 -0.077 0.111
H -0.1988 0.7203 -1.9814 0.990 0.218 0.474
H 5.0203 0.1702 2.1945 -0.353 -0.060 0.052
H -5.0716 0.6579 -5.5908 -0.272 0.071 0.136
H -5.8568 -1.8554 -2.0507 -0.047 -0.161 0.066
H -5.2441 -3.8092 6.9922 -0.086 -0.227 0.413
C 1.2958 5.3525 1.4483 -0.211 0.078 -0.481
C -4.5485 -1.1356 -6.6071 -0.461 0.217 0.512
C 3.4335 -2.2319 2.6724 0.183 1.086 -0.716
H -2.0478 2.8028 -0.6216 -0.041 -0.138 -0.021
N -3.6216 -2.0763 -4.5236 -0.716 -0.716 -0.547
C -2.1505 -4.1804 4.3070 0.329 0.548 -0.713
H -1.9660 4.5557 1.5411 0.052 -0.220 -0.086
H 0.0427 -4.2349 4.4754 -0.186 0.333 -0.128
H -4.2067 -2.3171 -1.6955 0.176 0.047 -0.132
H 3.3791 4.6289 -5.3423 -0.127 -0.013 0.056
H 5.2845 0.2943 -3.2500 0.135 0.030 -0.238
H -2.5766 -3.3011 -3.5062 -0.037 -0.060 -0.157
H -4.9487 -5.8152 3.9783 -0.033 0.290 0.249
H 3.2423 -3.7574 4.1155 0.000 -0.064 -0.040
H -6.4017 -1.9315 -4.6443 0.057 -0.008 0.040
O 0.8291 -0.1119 0.4316 -0.367 0.108 0.310
H -2.6355 -2.5945 -7.6863 -0.021 0.006 0.017
H -3.1326 -0.3254 -2.3982 -0.223 -0.038 0.225
C -5.5319 -0.3208 -5.7612 0.345 0.005 0.416
H 2.5440 1.5222 -1.0765 0.099 0.058 -0.126
C -3.2792 -1.5871 -5.8694 0.252 -0.537 -0.008
H 5.2266 4.2937 -3.9199 0.031 -0.028 0.002
H 4.3985 -0.3724 5.1468 0.129 0.068 -0.038
S 0.0245 -1.0210 -0.4516 1.288 -0.876 0.078
H 2.8883 4.1285 2.2525 -0.102 0.029 -0.104
O 2.8308 0.4078 -3.9894 0.793 0.790 0.049
H -2.6601 0.4982 -5.6870 -0.029 -0.028 -0.138
C 3.2766 -2.0272 1.1418 0.886 -1.052 0.575
H 2.7449 6.8823 0.9672 0.264 -0.352 0.071
H -1.7648 6.9846 1.6647 -0.152 -0.267 -0.038
H 2.2495 -2.2006 0.8400 0.053 0.153 -0.291
H -2.9138 -5.0709 7.7330 -0.016 0.184 -0.127
H -1.6092 -2.0691 4.1919 -0.194 -0.051 0.073
O 1.1601 -1.6113 3.0476 0.236 -0.003 -0.357
H 5.1038 3.5060 -1.6886 -0.251 0.031 0.333
H 0.8678 2.6860 -4.7077 -0.069 0.058 -0.078
C 3.5768 1.2409 -1.3105 -1.279 -0.444 0.707
C -1.5752 5.0627 0.6558 0.069 1.075 0.037
C 4.1563 3.4182 -2.2318 0.614 0.231 -0.231
H -3.4056 -3.6605 -6.4828 -0.088 0.032 -0.066

64
Properties=species:S:1:pos:R:3:forces:R:3 method="wB97M-V/def2-TZVPD" lumo_energy_ev=-13.8 homo_ev=-19.659 total_energy_ev=-40528.591 gap_ha=0.2156 de_lowest_kcal_mol=1.0 total_charge=+4 molar_mass_g_mol=639.54
N -1.2984 0.7130 -1.6600 -0.050 -0.031 -0.012
H 1.6769 4.3658 2.0398 0.002 -0.004 0.001
H -0.8352 2.3454 -2.9575 0.009 0.008 -0.001
C -1.0899 3.9423 0.1311 -0.001 0.022 -0.026
H 3.9041 2.1134 -3.9810 0.003 -0.003 0.000
H 0.1007 -1.8320 -1.9182 0.009 0.019 -0.053
H -1.5046 -2.0435 1.8930 0.003 0.001 -0.003
N -1.9414 -1.1524 0.0507 0.048 0.047 -0.005
H 1.9580 -4.6919 3.0872 0.001 0.003 -0.001
C 0.9038 3.8843 1.4559 -0.025 0.024 -0.013
C -0.5367 1.3065 -2.8113 0.052 -0.039 0.007
H 1.2366 -3.8340 -2.7758 0.009 -0.009 0.001
C 0.7058 -2.3896 5.2093 0.010 -0.026 -0.021
C 1.2646 -3.5776 4.7598 -0.009 0.031 0.007
C -3.4885 -2.5304 1.2435 -0.012 0.007 -0.010
H 2.6317 -5.1887 -1.2322 -0.003 0.007 -0.018
C 1.5613 -3.7416 3.4166 0.009 -0.022 -0.006
H -5.3942 -2.8400 0.2868 0.001 -0.001 0.000
C -1.9736 1.8052 -0.8657 0.061 -0.017 0.011
H 3.0372 -0.3777 -0.6048 0.001 -0.004 0.002
H 2.7656 -4.6959 1.1375 -0.006 0.006 0.009
H 0.0267 0.3119 2.6048 0.026 0.008 0.015
H -2.7121 1.3464 -0.2042 -0.003 -0.004 -0.004
H 0.0621 -0.4159 4.6701 0.000 -0.001 0.000
N 0.6075 -0.3530 2.0859 -0.031 0.053 0.060
N 0.0238 1.8546 0.5208 -0.030 0.043 0.024
C 0.9533 1.2096 -2.6171 -0.080 0.014 -0.011
C -2.3636 -0.2207 -2.1319 -0.003 0.000 0.012
C -2.8488 -1.0113 -0.9519 0.003 -0.001 -0.012
H 4.7103 0.6918 -2.0803 0.000 0.001 0.002
H 1.4596 -4.3825 5.4555 0.003 -0.003 -0.004
C -4.4208 -2.3686 0.2209 0.005 -0.006 0.012
C -2.2632 -1.9217 1.1279 -0.006 0.042 -0.019
H -1.9361 -0.8933 -2.8798 0.003 0.004 -0.005
C 0.4658 -1.3566 4.3091 -0.008 0.015 0.028
Ta 0.0293 -0.2849 -0.0956 0.041 -0.251 0.078
C 0.7703 -1.5333 2.9741 0.003 -0.041 -0.053
C 2.1063 -4.3207 -0.8515 -0.003 -0.016 -0.034
H 1.5321 0.0925 2.0964 0.005 -0.002 -0.033
H -3.7096 -3.1289 2.1167 -0.004 0.003 0.001
C 0.8453 -2.0920 0.1393 0.036 0.011 -0.001
C 1.3353 -3.5527 -1.7366 -0.001 0.018 -0.037
H 0.4658 -2.2583 6.2560 -0.003 0.009 -0.001
H -1.9074 4.4818 -0.3306 0.003 0.001 -0.001
C 0.9581 2.5277 1.2376 0.010 0.005 0.008
H -0.2295 5.6774 1.0722 0.000 0.001 -0.002
C 2.7313 0.2733 -1.4162 -0.027 0.011 0.016
C 1.5065 -2.9483 1.0512 -0.066 0.073 -0.047
C 1.3213 -2.7241 2.4865 0.003 -0.002 0.058
C 3.1997 1.6464 -3.3031 0.008 -0.013 0.032
H -4.7954 -1.4654 -1.7024 0.001 -0.002 0.000
C -0.1504 4.6092 0.9100 0.011 -0.020 0.011
C 2.1857 -4.0356 0.5070 0.018 -0.015 0.041
C 1.8342 1.8154 -3.4901 0.019 -0.003 0.003
C -0.9751 2.5817 -0.0545 0.009 -0.097 0.009
H 1.4586 2.4086 -4.3148 -0.003 -0.002 0.000
H -0.8094 0.7782 -3.7272 0.005 -0.015 0.007
H 1.7951 1.9664 1.6321 -0.005 -0.004 0.001
C 0.7123 -2.4387 -1.2249 -0.060 0.111 0.064
H -2.5196 2.4590 -1.5472 0.012 0.012 -0.001
C 3.6545 0.8598 -2.2444 -0.001 0.020 -0.040
N 1.3925 0.4543 -1.5852 -0.003 0.025 -0.045
C -4.0908 -1.5993 -0.8912 0.003 0.002 -0.002
H -3.1763 0.3283 -2.6131 -0.006 -0.005 0.001

18
Properties=species:S:1:pos:R:3:forces:R:3 method="wB97M-V/def2-TZVPD" lumo_energy_ev="0.8 / 0.8" homo_ev="-8.111 / -8.112" total_energy_ev=-8897.347 gap_ha="0.3257 / 0.3258" de_lowest_kcal_mol=100.3 total_charge=0 molar_mass_g_mol=101.15
H 2.2399 0.4106 -1.3015 -0.283 -0.697 1.479
H -0.3863 -2.2620 -0.4013 -0.244 0.924 -0.823
C -0.3076 0.5250 0.2477 -3.180 2.184 -0.246
C 1.7955 -0.4076 -0.6173 1.160 2.088 -2.612
N -1.2931 -0.3244 -0.0149 0.249 2.573 -0.278
C -1.1847 -1.7102 0.1205 4.310 -3.403 3.554
H -0.7948 -2.0899 1.1949 -1.053 1.481 -1.652
H -2.0516 -2.2419 0.0023 -2.379 -0.521 -0.638
C 1.0287 0.1351 0.6083 3.353 -0.800 -0.673
H -1.1448 2.3389 -0.8757 0.300 -1.070 1.389
H 1.1748 -0.7579 1.2238 -0.721 0.630 1.028
H 1.6687 1.0088 0.9061 -1.058 -0.906 0.550
H 1.1416 -0.7746 -1.3670 -0.963 -1.106 -0.379
H -1.4480 2.4337 0.8903 0.925 -0.972 -0.769
C -0.6759 2.0549 0.1404 -2.965 -1.250 -1.330
H 2.5989 -1.1247 -0.4778 -0.063 -0.038 0.529
H 0.1051 2.7368 0.1402 2.149 0.696 0.612
O -2.4664 0.0496 -0.4189 0.465 0.187 0.259

19
Properties=species:S:1:pos:R:3:forces:R:3 method="wB97M-V/def2-TZVPD" lumo_energy_ev=0.3 homo_ev=-9.001 total_energy_ev=-11495.120 gap_ha=0.3432 de_lowest_kcal_mol=14.8 total_charge=0 smiles="C=C(C)O.O.O.O" molar_mass_g_mol=112.12
H 4.4447 -0.7154 -1.7881 -0.100 -0.104 0.092
O 4.2126 0.0113 -1.2004 0.053 0.165 -0.252
H -0.8435 -0.6276 -1.1539 -0.201 0.205 0.219
C 0.3271 -1.3282 1.1766 0.380 -0.083 0.043
O 1.9434 0.2581 0.4679 0.141 0.058 0.184
H -1.5250 0.5794 1.1401 -0.239 0.140 0.131
H 0.3599 -0.8551 2.1577 -0.079 0.020 0.121
O -4.3274 0.8850 -1.0192 -0.008 -0.143 0.012
H -3.8498 0.5085 -0.2666 0.021 0.165 -0.009
H -4.0409 1.8019 -1.0343 0.023 0.007 0.026
H -2.5843 0.9387 2.2521 0.262 -0.101 -0.262
H -0.6572 -1.7477 0.9999 -0.158 0.174 -0.121
O -2.4592 0.7820 1.3074 -0.037 -0.036 0.013
H 1.0307 -2.1491 1.2159 0.290 -0.242 0.050
H 0.1951 0.8474 -1.5343 0.267 -0.029 -0.115
C -0.0134 0.0111 -0.8842 0.250 -0.196 -0.090
H 2.5158 0.3293 -0.3120 -0.008 0.033 0.022
H 4.5105 0.7943 -1.6770 0.007 0.041 0.091
C 0.7610 -0.3238 0.1525 -0.864 -0.076 -0.156

20
Properties=species:S:1:pos:R:3:forces:R:3 method="wB97M-V/def2-TZVPD" lumo_energy_ev=3.2 homo_ev=-3.577 total_energy_ev=-21310.956 gap_ha=0.2508 de_lowest_kcal_mol=36.7 total_charge=-1 molar_mass_g_mol=133.19
H -2.2381 -2.7355 1.2668 -0.365 2.023 -0.165
H 0.9102 -1.6992 1.4697 1.301 0.689 1.142
H -1.5259 -1.1385 1.8775 -1.161 -0.584 -1.491
S -0.6711 -1.9482 -0.3232 -0.787 0.728 0.649
H -0.9509 1.4067 -0.9627 -0.345 0.196 -1.423
O 4.7807 2.8525 -2.6249 0.874 -0.048 0.581
O -0.6290 1.2799 -0.0937 -0.351 -0.622 1.986
O 1.9076 1.5270 -0.5490 0.258 1.018 0.934
C -3.3421 -0.8555 0.4769 -1.020 -2.659 -0.845
H 2.3132 -0.8876 1.5507 -2.656 -1.710 2.183
H -3.9597 -0.4983 1.3208 0.467 0.163 -0.304
H 4.0980 2.7742 -3.2720 -0.777 -0.079 -0.562
H -0.7529 0.2999 0.0482 0.362 0.359 -0.336
C -2.0422 -1.6358 0.9624 0.717 -0.929 0.583
O 1.6013 -1.3790 2.1749 1.213 1.033 -3.499
H 2.0352 0.6704 -0.9513 -0.643 -0.411 0.263
H 4.6345 2.1161 -2.0198 -0.148 0.171 0.036
H 1.1030 1.5336 0.0597 0.950 -0.648 -1.595
H -3.1896 -0.0982 -0.2971 0.468 0.231 0.571
H -4.0824 -1.5844 -0.1140 1.644 1.079 1.291

15
Properties=species:S:1:pos:R:3:forces:R:3 method="wB97M-V/def2-TZVPD" lumo_energy_ev=1.0 homo_ev=-8.505 total_energy_ev=-8291.617 gap_ha=0.3507 de_lowest_kcal_mol=77.9 total_charge=0 molar_mass_g_mol=96.13
H -0.3745 -1.3397 2.3230 -0.084 0.216 -0.058
H 2.2769 -0.0865 -1.2106 -0.119 0.098 -0.033
C -0.4610 -0.4256 1.7164 -0.121 0.086 0.155
H -0.0615 0.4001 2.3157 -0.252 -0.096 -0.034
N 0.3626 -0.5788 0.5074 0.443 0.024 0.344
H -0.2769 -1.5434 -1.3440 -0.818 0.481 0.595
N -1.9149 -0.4810 0.0467 2.103 -0.547 -1.255
H -0.2940 1.3713 -0.2813 0.159 -0.086 0.217
C 1.6728 0.8193 -1.1099 -0.102 -0.111 -0.112
C -1.9350 -0.2453 1.3396 0.399 -0.330 -1.218
H 2.2252 1.5141 -0.4602 -0.192 -0.197 -0.117
C -0.4922 -0.7379 -0.6101 -0.699 0.141 0.558
C 0.3325 0.4993 -0.4816 0.051 0.272 0.188
H -2.6317 -0.4613 -0.6608 -0.726 0.128 0.674
H 1.5717 1.2956 -2.0902 -0.043 -0.078 0.094